(1)
Computed, not measured: C19H21BN2O2Sr as an isolated structure, with the ωB97M-V functional and the def2-TZVPD basis.

The calculation puts the energy above the lowest of the compared OMol25 structures with the same formula, charge and spin at 175.0 kcal per mole. The calculation puts the largest force on an atom at 8.43 eV Å⁻¹.

ORCA input file:
```
! wB97M-V def2-TZVPD RIJCOSX def2/J DEFGRID3
* xyz 0 1
C -3.50876 -0.98612 1.00720
C -3.21159 1.39345 -1.22152
H -2.87600 -1.60909 0.27312
H -4.41079 -0.57580 0.43647
H -3.23228 -0.16596 1.80686
H -2.63173 0.59140 -1.80592
H -4.24059 0.95810 -0.95274
H -2.87214 2.05356 -0.28792
C 0.04221 -2.82118 0.41347
C 1.14534 -3.78086 0.33677
C 2.23326 -3.55073 -0.46413
C 2.36630 -2.33516 -1.13029
H -0.95142 -3.24250 0.24709
H 1.03638 -4.70177 0.90679
H 3.00930 -4.31030 -0.57411
H 3.22738 -2.11768 -1.74784
N 0.22323 -1.56552 -0.33420
C 1.35590 -1.34889 -0.99278
C 1.55044 0.03776 -1.55288
N 0.55476 0.93662 -1.35701
C 0.68977 2.19804 -1.79494
C 2.87948 1.73830 -2.67660
C 1.84011 2.63972 -2.47494
H -0.15103 2.87631 -1.59011
H 1.89064 3.66954 -2.81984
C 2.73839 0.42618 -2.19870
H 3.54440 -0.30425 -2.30301
H 3.79043 2.03078 -3.18600
Sr -1.92649 0.31625 0.23417
C -1.42615 2.79465 1.44462
H -2.12800 3.55863 1.07349
H -0.38491 3.07105 1.23717
H -1.59056 2.56890 2.50639
O 0.57055 -2.91803 3.04885
B -0.13472 -2.33250 1.92772
O -0.75956 -1.21531 2.29252
C -0.54045 -1.00358 3.67889
C -1.19550 -0.19053 4.56050
C -0.96199 -0.42503 5.92544
C -0.07412 -1.43108 6.33486
C 0.58448 -2.25096 5.39438
C 0.31556 -2.05431 4.06622
H -1.87484 0.57979 4.20308
H -1.46309 0.16791 6.66951
H 0.11954 -1.58794 7.41050
H 1.29137 -3.05634 5.70870
*
```


(2)
Computed, not measured: a 14-piece molecular cluster, C56H112O26 overall, with the ωB97M-V functional and the def2-TZVPD basis.

The calculation puts the energy above the lowest of the compared OMol25 structures with the same formula, charge and spin at 58.9 kcal per mole. The calculation puts the largest force on an atom at 5.27 eV Å⁻¹.

ORCA input file:
```
! wB97M-V def2-TZVPD RIJCOSX def2/J DEFGRID3
* xyz 0 1
C -2.83667 1.00099 4.51461
C -2.17608 1.98810 3.51734
O -2.95481 3.11416 3.23341
C -2.77232 4.26812 3.85018
O -2.07120 4.44470 4.78957
O -3.60868 5.23646 3.30819
C -3.92488 6.42309 4.04834
H -2.29291 0.05927 4.58954
H -3.84812 0.71149 4.22957
H -2.86892 1.49364 5.48639
H -2.03720 1.53190 2.53719
H -1.16203 2.22447 3.83974
H -3.93304 6.27288 5.12790
H -4.91704 6.70140 3.69300
H -3.18983 7.15305 3.70929
C 1.05781 -2.20563 -5.00130
C 0.93064 -0.73605 -4.78453
O 2.00453 -0.24886 -4.04240
C 2.21097 1.07073 -3.99349
O 1.54183 1.95346 -4.56011
O 3.27376 1.30695 -3.30473
C 3.76255 2.64666 -3.15614
H 0.31605 -2.48701 -5.74877
H 0.80990 -2.73948 -4.08390
H 2.06781 -2.52602 -5.25696
H -0.04009 -0.49926 -4.34899
H 0.95821 -0.34548 -5.80178
H 4.69631 2.61962 -2.59448
H 3.14258 3.22292 -2.46937
H 4.02062 3.21892 -4.04721
C -4.32363 -4.19777 -1.76533
C -5.65962 -4.25926 -1.18211
O -6.35711 -3.02192 -1.35530
C -7.63340 -2.98486 -1.56390
O -8.42179 -3.91270 -1.69830
O -7.93966 -1.73010 -1.53768
C -9.26885 -1.30940 -1.88206
H -4.32483 -4.09522 -2.85049
H -3.70696 -5.07137 -1.55405
H -3.86735 -3.25645 -1.45902
H -5.61910 -4.33140 -0.09525
H -6.13718 -5.10204 -1.68190
H -9.18868 -0.90971 -2.89296
H -9.53264 -0.48019 -1.22561
H -9.94228 -2.16393 -1.81586
C 4.24576 -2.11485 -2.05156
C 5.18614 -1.77891 -3.20391
O 4.97493 -2.69590 -4.26336
C 5.80775 -2.77567 -5.25739
O 6.83598 -2.11684 -5.49306
O 5.36489 -3.79008 -5.96832
C 5.85315 -4.00316 -7.26514
H 4.28086 -3.16737 -1.77039
H 3.25222 -1.83639 -2.40291
H 4.31741 -1.50730 -1.14942
H 6.20589 -1.83143 -2.82254
H 4.92411 -0.77399 -3.53492
H 5.79815 -3.08264 -7.84628
H 5.26969 -4.75804 -7.79225
H 6.87967 -4.32400 -7.08791
C 0.66633 -3.65560 -1.04334
C -0.82640 -4.04099 -1.20240
O -1.23449 -4.78281 -2.33661
C -1.33911 -6.14606 -2.28386
O -0.80361 -6.88753 -1.39278
O -2.18444 -6.46274 -3.29168
C -2.58810 -7.81450 -3.38621
H 0.80519 -3.14299 -0.09147
H 1.04034 -2.94930 -1.78452
H 1.28581 -4.55230 -1.05988
H -1.39193 -3.11158 -1.26929
H -1.25442 -4.52204 -0.32291
H -2.25902 -8.37401 -2.51057
H -2.07372 -8.07862 -4.31020
H -3.67386 -7.90687 -3.41222
C 3.26332 0.83305 0.97276
C 2.18361 0.49067 -0.08094
O 0.99554 0.36746 0.60284
C -0.06238 -0.12454 -0.03180
O -0.12945 -0.48965 -1.23321
O -1.08498 -0.14794 0.79708
C -2.38588 -0.41146 0.24183
H 3.06990 0.25560 1.87677
H 3.25359 1.86940 1.31036
H 4.26898 0.59631 0.62534
H 2.47934 -0.47603 -0.48853
H 2.08354 1.20652 -0.89682
H -3.13424 -0.55207 1.02177
H -2.45852 -1.30693 -0.37540
H -2.66667 0.44534 -0.37066
C -6.75988 2.73746 -0.24548
C -7.19491 1.27870 -0.27432
C -6.38583 0.58685 0.77627
O -5.17185 1.36513 0.72648
C -5.50565 2.78837 0.55994
H -7.53226 3.31351 0.26413
H -6.57432 3.29042 -1.16629
H -6.94129 0.79065 -1.21538
H -8.25386 1.11332 -0.07586
H -6.22791 -0.45307 0.49038
H -6.73766 0.60715 1.80771
H -4.70380 3.29570 0.02350
H -5.57002 3.33354 1.50162
C 1.63311 4.20946 3.00066
C 1.45811 4.30399 4.53783
C 2.14950 5.63382 4.84539
O 1.83667 6.51091 3.80698
C 1.72258 5.77677 2.57652
H 0.84392 3.61943 2.53468
H 2.62201 3.81175 2.77265
H 1.91210 3.47560 5.08166
H 0.41587 4.41285 4.83779
H 3.22280 5.55705 5.01925
H 1.75940 6.12674 5.73588
H 2.61047 6.01258 1.98987
H 0.77704 6.06153 2.11501
C -4.63727 -2.36737 3.24702
C -5.62752 -3.30333 3.89051
C -5.06450 -4.66791 3.52537
O -4.44221 -4.44508 2.26743
C -4.37269 -3.04010 1.86423
H -3.70505 -2.24194 3.79779
H -5.02926 -1.35640 3.13570
H -6.62685 -3.15292 3.48204
H -5.67429 -3.09606 4.95959
H -5.92638 -5.33308 3.47250
H -4.28558 -4.92436 4.24343
H -5.19139 -2.73693 1.21161
H -3.46558 -2.82183 1.30066
C 8.64640 1.55438 -0.85297
C 8.00676 0.62452 0.12287
C 7.11495 -0.27189 -0.65893
O 6.51837 0.66825 -1.60538
C 7.49329 1.64272 -1.91901
H 9.51696 1.13550 -1.35771
H 8.90218 2.54512 -0.47732
H 7.42921 1.11011 0.90946
H 8.78060 -0.02211 0.53656
H 6.35215 -0.71522 -0.01886
H 7.65695 -1.07479 -1.15863
H 7.01221 2.61968 -1.96614
H 7.94536 1.40878 -2.88286
C 0.28168 3.95244 -1.93244
C -1.24627 4.01588 -1.72312
C -1.38629 3.83298 -0.19715
O -0.15038 4.17993 0.33673
C 0.86675 4.34362 -0.62513
H 0.65931 4.42480 -2.83928
H 0.52904 2.90252 -2.08922
H -1.70659 3.21550 -2.30243
H -1.65023 4.97761 -2.03933
H -1.57906 2.77775 -0.00363
H -2.14741 4.46223 0.26418
H 1.81507 3.85113 -0.41004
H 1.09738 5.40366 -0.73105
C 5.93773 2.34787 5.09381
C 4.86512 1.96731 6.15877
C 3.86629 1.07473 5.45216
O 3.94189 1.65474 4.14979
C 5.01478 2.60651 3.92051
H 6.64995 1.55006 4.88326
H 6.50460 3.21450 5.43395
H 4.44960 2.86589 6.61485
H 5.33048 1.40922 6.97121
H 2.86119 1.20153 5.85442
H 4.05194 0.00070 5.46076
H 4.68079 3.64291 3.96958
H 5.55969 2.48754 2.98402
C -4.37756 1.34083 -3.04891
C -3.51950 1.43972 -4.28499
C -2.77518 0.05297 -4.25495
O -3.79675 -0.81448 -3.77316
C -4.68115 -0.08440 -2.92175
H -5.29558 1.91827 -3.15793
H -3.86440 1.70970 -2.16081
H -2.77435 2.23521 -4.27758
H -4.20632 1.54381 -5.12496
H -1.99925 0.04180 -3.48951
H -2.32259 -0.26566 -5.19397
H -4.38021 -0.34794 -1.90780
H -5.70118 -0.30145 -3.23881
C 3.63520 -3.26593 3.15739
C 5.10494 -2.85918 3.32739
C 5.30145 -1.66893 2.40360
O 4.46543 -1.93497 1.31304
C 3.36447 -2.75155 1.69910
H 2.93570 -2.75671 3.82034
H 3.50634 -4.34805 3.17942
H 5.85302 -3.58562 3.00995
H 5.41435 -2.68600 4.35810
H 6.30102 -1.39610 2.06517
H 5.13778 -0.76673 2.99297
H 3.14636 -3.52658 0.96434
H 2.42223 -2.20366 1.70890
*
```


(3)
Computed, not measured: one molecule with the formula C5H3N, with the ωB97M-V functional and the def2-TZVPD basis.

The calculation puts the energy above the lowest of the compared OMol25 structures with the same formula, charge and spin at 81.7 kcal per mole. The calculation puts the largest force on an atom at 5.10 eV Å⁻¹.

ORCA input file:
```
! wB97M-V def2-TZVPD RIJCOSX def2/J DEFGRID3
* xyz 0 1
C 2.15017 -0.01869 0.12475
C 0.77756 -0.27347 -0.21133
C -1.56964 1.24580 0.11147
C -0.47043 -0.96505 -0.03635
C 1.14082 1.02648 -0.11639
N -1.38587 0.13832 -0.08728
H -0.83964 -1.86505 -0.58474
H -0.54432 -1.26869 0.96642
H 0.74136 1.98035 -0.16655
*
```


(4)
Computed, not measured: a 2-piece molecular cluster, C22H20O2 overall, with the ωB97M-V functional and the def2-TZVPD basis.

The calculation puts the energy above the lowest of the compared OMol25 structures with the same formula, charge and spin at 11.0 kcal per mole. The calculation puts the largest force on an atom at 1.32 eV Å⁻¹.

ORCA input file:
```
! wB97M-V def2-TZVPD RIJCOSX def2/J DEFGRID3
* xyz 0 1
C -6.22036 -2.41011 2.00453
O -5.24923 -1.32993 1.99069
C -3.90584 -1.52753 2.00365
C -3.09984 -0.35481 2.00403
C -1.73720 -0.43590 2.02715
C -1.02194 -1.70169 1.90028
O 0.21402 -1.71658 1.64759
C -1.89127 -2.88393 2.04328
C -3.26603 -2.79605 2.02610
H -7.19712 -1.91293 1.99932
H -6.12576 -3.04242 1.10943
H -6.12559 -3.02415 2.91253
H -3.58102 0.61665 1.98629
H -1.13510 0.46482 2.03964
H -1.40325 -3.85496 2.08713
H -3.87841 -3.70163 2.02369
C 2.00943 0.56846 0.49856
C 3.29151 -0.01039 0.77820
C 3.69797 -0.26983 2.12448
C 4.94883 -0.80928 2.41381
C 5.83833 -1.11905 1.36982
C 5.49003 -0.83068 0.03932
C 4.24225 -0.28568 -0.25162
C 1.68009 1.17140 -0.71411
C 0.45704 1.75879 -1.04179
C 0.06778 2.18661 -2.35715
C -1.14682 2.91542 -2.54524
C -1.57200 3.31148 -3.81006
C -0.79305 3.00169 -4.93929
C 0.41649 2.30184 -4.78947
C 0.84033 1.89187 -3.52347
H 1.28194 0.58743 1.30961
H 3.00997 -0.01447 2.93193
H 5.23629 -1.00977 3.45086
H 6.80301 -1.58117 1.59026
H 6.19148 -1.05194 -0.77269
H 3.98317 -0.04863 -1.28782
H 2.48144 1.25426 -1.44617
H -0.23373 1.95706 -0.22349
H -1.75193 3.15550 -1.66728
H -2.51115 3.86666 -3.92611
H -1.12689 3.31466 -5.92955
H 1.02596 2.07659 -5.67362
H 1.76617 1.32231 -3.41324
*
```